Density functional theory data (ωB97M-V/def2-TZVPD) for C12H19F2N4Pd as an isolated structure in a non-equilibrium geometry.

Structure (XYZ):
```
38
Properties=species:S:1:pos:R:3:lowdin_charge:R:1
Pd -0.2702 -0.4459 0.0413 0.9119
C 1.9617 -0.8435 1.5007 -0.2196
C 1.2077 -0.0803 2.6058 -0.1807
N -0.2358 -0.0235 2.3264 -0.1111
C -0.8712 1.2806 2.5512 -0.1355
C -0.8459 2.1910 1.3357 -0.2417
C -1.1739 3.5377 1.4277 -0.0038
C -1.1996 4.2966 0.2682 -0.0270
C -0.8916 3.7029 -0.9454 -0.0010
C -0.5723 2.3501 -0.9705 -0.2328
C -0.3014 1.6169 -2.2714 -0.1334
N 0.3193 0.3041 -2.0847 -0.1158
C 1.7831 0.2695 -2.1002 -0.1762
C 2.3139 -0.6368 -0.9737 -0.2064
N 1.9587 -0.0248 0.2981 -0.1326
N -0.5533 1.6483 0.1596 0.0366
H 1.4547 -1.8050 1.3002 0.1217
H 2.9802 -1.0604 1.8608 0.1298
H 1.5981 0.9431 2.6437 0.1261
H 1.4017 -0.5609 3.5713 0.1291
H -0.7162 -0.7295 2.8798 0.1285
H -0.4194 1.8074 3.4036 0.1325
H -1.9256 1.1156 2.7975 0.1394
H -1.4161 3.9813 2.3796 0.1210
H -1.4676 5.3399 0.3094 0.1185
H -0.9123 4.2784 -1.8564 0.1215
H 0.3023 2.2589 -2.9296 0.1326
H -1.2748 1.4741 -2.7546 0.1374
H -0.0525 -0.3554 -2.7655 0.1238
H 2.1615 1.2836 -1.9380 0.1254
H 2.1624 -0.0950 -3.0607 0.1298
H 3.4019 -0.7507 -1.0960 0.1294
H 1.8526 -1.6348 -1.0523 0.1198
H 2.5330 0.8037 0.4495 0.1428
F -0.8677 -2.4017 -1.2015 -0.0997
C -1.8603 -1.6241 -0.5735 -0.2920
F -2.3427 -0.8191 -1.5883 -0.0612
H -2.6700 -2.3035 -0.2822 0.1129
```

For the total energy, the calculation gives -1015.0189 hartree. The multiplicity is 1. The energy above the lowest of the compared OMol25 structures with the same formula, charge and spin is 2.3 kcal/mol. Its net charge is +1. For the highest occupied orbital energy (alpha / beta), the calculation gives -10.8 / -10.8 eV. The value obtained for the lowest unoccupied orbital energy (alpha / beta) is -3.365 / -3.230 eV.